[1]
C19H46F9N8O19S6 | wB97M-V/def2-TZVPD

Values from the calculation:
Total charge: +1
E_HOMO, eV: -10.59
LUMO level, eV: -5.6
Orbital gap, eV: 4.998
DFT total energy, Ha: -5906.42214

Last columns: bonded neighbours and bond lengths (Å).
Positions of all 107 atoms, in Å:
1 H 12.6188 15.8103 8.6827  C35 1.084
2 C 11.9886 15.6418 15.4279  H23 1.092, N42 1.425, H43 1.075, H49 1.098
3 H 17.5418 15.2398 17.1649  N36 1.004
4 H 15.2191 12.5841 17.6719  C46 1.085
5 O 15.4674 9.2859 7.9934  S67 1.410
6 O 15.0240 12.4761 9.6819  S10 1.467
7 H 15.8341 17.3095 18.3204  C91 1.073
8 C 15.7341 14.4996 17.9190  N36 1.552, C46 1.467, O104 1.223
9 O 14.5329 13.9951 13.6216  S99 1.412
10 S 13.9138 12.1615 8.7758  O6 1.467, F12 1.604, O54 1.478, N69 1.576
11 H 17.7743 8.6346 12.3493  N28 0.983
12 F 13.3571 10.8852 9.5717  S10 1.604
13 H 13.6469 15.2436 14.2020  N42 1.100
14 C 17.4718 15.3671 9.1837  N63 1.573, C75 1.491, O84 1.215
15 N 11.7294 17.0821 10.0904  H31 1.008, C35 1.424, C71 1.387
16 C 10.4225 12.1143 12.0423  O53 1.275, C65 1.644, H97 1.227, O106 1.345
17 O 17.0379 11.0932 7.1860  S67 1.472
18 H 9.8908 9.5348 11.9223  C26 1.073
19 H 16.9155 12.7846 17.4767  C46 1.088
20 H 9.9168 18.9631 11.3101  C89 1.117
21 C 18.6164 10.0690 13.5211  O24 1.191, N28 1.567, C66 1.548
22 H 18.9866 16.5778 8.2333  C75 1.084
23 H 11.6284 14.6464 15.1604  C2 1.092
24 O 19.1199 11.1435 13.4137  C21 1.191
25 O 12.1036 16.5710 12.2661  C71 1.210
26 C 9.1469 10.1909 11.5130  H18 1.073, C87 1.490, H94 1.089, O106 1.459
27 S 14.7886 10.1674 14.2469  O57 1.481, F60 1.661, O64 1.528, N88 1.436
28 N 17.6720 9.6121 12.3567  H11 0.983, C21 1.567, H86 1.067, C103 1.535
29 F 15.4219 10.1641 5.7355  S67 1.584
30 H 19.5839 9.1507 15.1779  C66 1.075
31 H 11.0951 17.6891 9.5944  N15 1.008
32 C 14.8300 17.8944 14.2773  H37 1.070, C50 1.548, H92 1.078, H100 1.118
33 O 18.7513 15.9758 15.5117  S44 1.393
34 H 11.4652 19.4084 12.2058  C89 1.107
35 C 11.9850 15.7852 9.5621  H1 1.084, N15 1.424, H81 1.057, H98 1.100
36 N 16.6333 15.6272 17.3443  H3 1.004, C8 1.552, H56 1.050, C91 1.515
37 H 15.7763 17.4234 14.1101  C32 1.070
38 O 13.8780 8.8269 17.5265  S76 1.474
39 O 14.1747 16.9624 16.3692  C50 1.210
40 H 15.9411 13.9018 6.4777  C101 1.074
41 F 17.9571 16.7752 13.3418  S44 1.611
42 N 13.0437 16.0834 14.5779  C2 1.425, H13 1.100, C50 1.416, H78 1.011
43 H 11.1294 16.2810 15.3406  C2 1.075
44 S 18.2759 15.5106 14.2875  O33 1.393, F41 1.611, O58 1.443, N74 1.679
45 H 15.8391 13.3260 16.1383  C46 1.087
46 C 15.9596 13.2323 17.2146  H4 1.085, C8 1.467, H19 1.088, H45 1.087
47 O 16.7384 13.5334 12.5842  S99 1.372
48 H 15.1984 14.9903 7.4893  C101 1.081
49 H 12.2018 15.7033 16.5034  C2 1.098
50 C 14.0051 16.9372 15.1713  C32 1.548, O39 1.210, N42 1.416
51 H 17.4073 17.6001 17.7312  C91 1.081
52 H 8.9246 13.9773 9.8059  no bonds
53 O 10.8226 12.0468 10.8332  C16 1.275
54 O 12.7780 13.0626 8.4878  S10 1.478
55 H 7.4995 9.8047 12.9180  C87 1.079
56 H 16.2728 15.8681 16.3882  N36 1.050
57 O 15.8860 11.0652 14.6758  S27 1.481
58 O 19.1049 14.6524 13.4752  S44 1.443
59 H 7.4379 8.9278 11.4040  C87 1.094
60 F 13.4499 11.0664 14.6456  S27 1.661
61 H 17.8628 13.7660 7.7723  N63 1.029
62 F 11.5077 14.1111 12.7371  C65 1.272
63 N 17.0430 14.2042 8.2147  C14 1.573, H61 1.029, C101 1.458, H107 1.057
64 O 14.8518 10.0634 12.7233  S27 1.528
65 C 10.3552 13.5760 12.7909  C16 1.644, F62 1.272, F79 1.280, F102 1.382
66 C 18.6858 8.9745 14.6131  C21 1.548, H30 1.075, H80 1.114, H85 1.106
67 S 15.7070 10.4687 7.2640  O5 1.410, O17 1.472, F29 1.584, N69 1.662
68 O 16.0123 7.8908 16.6921  S76 1.505
69 N 14.4269 11.5155 7.4334  S10 1.576, S67 1.662
70 H 10.3536 18.2810 12.8747  C89 1.100
71 C 11.6363 17.3340 11.4514  N15 1.387, O25 1.210, C89 1.586
72 H 17.3103 16.9852 7.8282  C75 1.084
73 F 13.9384 7.0025 16.0479  S76 1.351
74 N 16.6770 15.0016 14.3368  S44 1.679, S99 1.507
75 C 17.9748 16.6502 8.6160  C14 1.491, H22 1.084, H72 1.084, H105 1.090
76 S 14.5564 8.1481 16.4080  O38 1.474, O68 1.505, F73 1.351, N88 1.678
77 H 18.7591 9.9948 10.4601  C103 1.087
78 H 12.7082 16.3578 13.6644  N42 1.011
79 F 9.5112 14.4396 12.3674  C65 1.280
80 H 17.7452 9.0872 15.1987  C66 1.114
81 H 12.4568 15.2836 10.3641  C35 1.057
82 H 17.7265 11.3270 11.1909  C103 1.091
83 F 15.4992 15.4858 12.2239  S99 1.591
84 O 17.4306 15.1104 10.3709  C14 1.215
85 H 18.6789 7.9575 14.1776  C66 1.106
86 H 16.6611 9.9047 12.5327  N28 1.067
87 C 7.7349 9.8732 11.8668  C26 1.490, H55 1.079, H59 1.094, H93 1.099
88 N 14.4820 8.9430 14.9317  S27 1.436, S76 1.678
89 C 10.7820 18.5888 11.9098  H20 1.117, H34 1.107, H70 1.100, C71 1.586
90 H 16.6821 15.4588 6.5426  C101 1.087
91 C 16.7994 16.8520 18.2212  H7 1.073, N36 1.515, H51 1.081, H95 1.080
92 H 14.4110 18.0819 13.3016  C32 1.078
93 H 7.0764 10.5852 11.3491  C87 1.099
94 H 9.3323 10.4627 10.4750  C26 1.089
95 H 17.0789 16.7095 19.2549  C91 1.080
96 H 16.9792 9.9135 10.3710  C103 1.111
97 H 11.3117 11.5382 12.6617  C16 1.227
98 H 11.0540 15.3836 9.1352  C35 1.100
99 S 15.8555 14.3346 13.2634  O9 1.412, O47 1.372, N74 1.507, F83 1.591
100 H 14.9123 18.8872 14.7838  C32 1.118
101 C 16.1843 14.7052 7.1483  H40 1.074, H48 1.081, N63 1.458, H90 1.087
102 F 10.0721 13.3727 14.1280  C65 1.382
103 C 17.8420 10.2631 10.9773  N28 1.535, H77 1.087, H82 1.091, H96 1.111
104 O 15.0448 14.6753 18.9140  C8 1.223
105 H 17.9784 17.3258 9.4719  C75 1.090
106 O 9.3123 11.4038 12.3075  C16 1.345, C26 1.459
107 H 16.5176 13.5612 8.8688  N63 1.057

Löwdin population analysis, charges in e, atoms 1 to 99:
1 H 0.074
2 C 0.001
3 H 0.120
4 H 0.113
5 O -0.259
6 O -0.344
7 H 0.077
8 C -0.348
9 O -0.238
10 S 0.541
11 H 0.130
12 F -0.184
13 H 0.144
14 C -0.314
15 N 0.020
16 C -0.517
17 O -0.339
18 H 0.125
19 H 0.121
20 H 0.092
21 C -0.344
22 H 0.108
23 H 0.095
24 O 0.166
25 O 0.008
26 C -0.186
27 S 0.536
28 N 0.083
29 F -0.170
30 H 0.088
31 H 0.131
32 C 0.051
33 O -0.239
34 H 0.082
35 C -0.078
36 N 0.077
37 H 0.040
38 O -0.277
39 O 0.113
40 H 0.094
41 F -0.186
42 N 0.055
43 H 0.108
44 S 0.597
45 H 0.065
46 C 0.027
47 O -0.226
48 H 0.107
49 H 0.112
50 C -0.386
51 H 0.100
52 H 0.233
53 O 0.067
54 O -0.303
55 H 0.081
56 H 0.117
57 O -0.340
58 O -0.240
59 H 0.081
60 F -0.233
61 H 0.186
62 F 0.185
63 N 0.101
64 O -0.346
65 C -0.610
66 C 0.043
67 S 0.555
68 O -0.326
69 N -0.323
70 H 0.074
71 C -0.440
72 H 0.080
73 F 0.024
74 N -0.306
75 C 0.030
76 S 0.517
77 H 0.100
78 H 0.066
79 F 0.178
80 H 0.080
81 H 0.071
82 H 0.088
83 F -0.173
84 O 0.149
85 H 0.099
86 H 0.109
87 C -0.071
88 N -0.301
89 C 0.023
90 H 0.101
91 C 0.016
92 H 0.076
93 H 0.089
94 H 0.122
95 H 0.105
96 H 0.101
97 H 0.262
98 H 0.077
99 S 0.393

=====

[2]
C19H46N3O2P | wB97M-V/def2-TZVPD

Values from the calculation:
Total charge: 0
E_HOMO, eV: -8.27
SMILES: CCCCN[PH2](CCCCNC(C)=O)CCC(C)C.COC[C@@H](C)N
LUMO level, eV: 0.6
Orbital gap, eV: 8.861
DFT total energy, Ha: -1407.51604

Last columns: bonded neighbours and bond lengths (Å).
Positions of all 71 atoms, in Å:
1 C 5.4117 3.3039 2.4962  H38 1.086, H46 1.087, C66 1.545, H69 1.088
2 H -1.9413 -7.0695 -1.9797  C45 1.090
3 C -3.2698 1.7491 1.1251  N10 1.497, H49 1.090, H65 1.091, C67 1.508
4 H -0.0897 1.8440 -1.9230  N16 1.011
5 P 1.1993 2.5440 -0.0548  C6 1.869, N16 1.792, C50 1.919, H57 1.432, H70 1.419
6 C -0.2089 3.7512 -0.2832  P5 1.869, H11 1.085, H26 1.087, C58 1.535
7 H 5.7019 1.0269 1.6666  C52 1.086
8 C 1.5913 0.6542 -2.0035  N16 1.456, H32 1.099, C43 1.541, H61 1.093
9 H 2.4240 4.5418 0.9541  C50 1.093
10 N -4.3642 2.7536 0.9427  C3 1.497, C29 1.453, H55 1.021
11 H 0.1723 4.7153 0.0372  C6 1.085
12 H -0.4885 -4.5613 -3.5540  C48 1.098
13 H 4.3594 3.3283 0.5783  C66 1.089
14 H -5.2146 1.4306 3.0346  C44 1.087
15 H -1.2072 3.5555 1.6365  C58 1.089
16 N 0.5707 1.4097 -1.2919  H4 1.011, P5 1.792, C8 1.456
17 H -1.2847 -3.2269 -2.7318  C48 1.094
18 H 2.6147 1.8012 2.2969  C63 1.094
19 H 0.8282 -0.4793 1.4769  C64 1.087
20 H -1.2980 1.3092 0.5582  C67 1.092
21 C -2.4196 -5.0418 -2.6407  C45 1.526, C48 1.537, H51 1.094, N59 1.466
22 H 4.9106 1.1656 0.0717  C52 1.086
23 H -2.2032 4.1623 0.3329  C58 1.090
24 H -3.2680 -6.9681 -3.1196  C45 1.090
25 H 1.1585 3.9373 2.0057  C50 1.096
26 H -0.4805 3.8730 -1.3291  C6 1.087
27 H -0.1265 -6.4509 -0.9626  C71 1.092
28 H -5.7258 0.1894 1.9360  C44 1.088
29 C -5.6488 2.0786 1.0213  N10 1.453, C44 1.529, O68 1.156
30 H -2.5184 -5.0183 -0.6223  N59 1.018
31 H 4.0350 0.5748 1.4447  C52 1.090
32 H 2.3903 1.2786 -2.4281  C8 1.099
33 H -1.6119 -6.7651 -3.6906  C45 1.092
34 H 1.3230 -5.4656 -0.7903  C71 1.091
35 H 2.8614 -0.1270 -0.4407  C43 1.091
36 H 1.2175 -2.3991 -0.8249  C37 1.089
37 C 1.0614 -1.3690 -0.5091  H36 1.089, H41 1.085, C43 1.532, C64 1.526
38 H 5.0229 4.1990 2.9723  C1 1.086
39 H 0.8083 -5.9686 -2.4119  C71 1.094
40 H 0.5666 -2.2362 1.4072  C64 1.086
41 H 0.0612 -1.1205 -0.8480  C37 1.085
42 H 3.0529 3.2690 3.1614  C63 1.087
43 C 2.1487 -0.5156 -1.1701  C8 1.541, H35 1.091, C37 1.532, H53 1.089
44 C -5.9325 1.2111 2.2483  H14 1.087, H28 1.088, C29 1.529, H60 1.081
45 C -2.2952 -6.5456 -2.8672  H2 1.090, C21 1.526, H24 1.090, H33 1.092
46 H 6.3678 3.4720 2.0070  C1 1.087
47 H -2.2092 1.9463 -0.7747  C67 1.088
48 C -1.0744 -4.2982 -2.6633  H12 1.098, H17 1.094, C21 1.537, O62 1.415
49 H -3.6435 0.7828 0.7853  C3 1.090
50 C 1.9659 3.6243 1.3332  P5 1.919, H9 1.093, H25 1.096, C63 1.530
51 H -3.0199 -4.6397 -3.4624  C21 1.094
52 C 4.7907 1.3002 1.1429  H7 1.086, H22 1.086, H31 1.090, C66 1.551
53 H 2.7127 -1.1262 -1.8733  C43 1.089
54 H -3.3334 -3.8139 -1.2940  N59 1.017
55 H -4.3501 3.3273 1.7871  N10 1.021
56 H 2.1822 -1.6011 1.3088  C64 1.090
57 H 2.4644 2.6205 -0.7221  P5 1.432
58 C -1.4366 3.4271 0.5799  C6 1.535, H15 1.089, H23 1.090, C67 1.528
59 N -3.1511 -4.8095 -1.3913  C21 1.466, H30 1.018, H54 1.017
60 H -6.9627 1.2965 2.5629  C44 1.081
61 H 1.0934 0.1838 -2.8551  C8 1.093
62 O -0.2917 -4.4519 -1.4941  C48 1.415, C71 1.416
63 C 2.9690 2.8285 2.1713  H18 1.094, H42 1.087, C50 1.530, C66 1.554
64 C 1.1501 -1.4083 1.0143  H19 1.087, C37 1.526, H40 1.086, H56 1.090
65 H -3.0328 1.5997 2.1791  C3 1.091
66 C 4.3687 2.7491 1.5000  C1 1.545, H13 1.089, C52 1.551, C63 1.554
67 C -2.0490 2.0566 0.2953  C3 1.508, H20 1.092, H47 1.088, C58 1.528
68 O -6.4336 2.1849 0.1792  C29 1.156
69 H 5.5524 2.5292 3.2468  C1 1.088
70 H 1.0192 1.5429 0.9353  P5 1.419
71 C 0.4566 -5.6520 -1.4260  H27 1.092, H34 1.091, H39 1.094, O62 1.416

From a Löwdin analysis of the wavefunction, the atomic charges in e read:
1 C -0.087
2 H 0.064
3 C -0.222
4 H 0.055
5 P 0.843
6 C -0.288
7 H 0.066
8 C -0.316
9 H 0.079
10 N 0.030
11 H 0.070
12 H 0.121
13 H 0.109
14 H 0.069
15 H 0.106
16 N -0.253
17 H 0.120
18 H 0.078
19 H 0.040
20 H 0.086
21 C -0.432
22 H 0.066
23 H 0.105
24 H 0.075
25 H 0.066
26 H 0.082
27 H 0.075
28 H 0.085
29 C -0.545
30 H 0.068
31 H 0.053
32 H 0.090
33 H 0.078
34 H 0.087
35 H 0.070
36 H 0.082
37 C -0.260
38 H 0.070
39 H 0.092
40 H 0.065
41 H 0.096
42 H 0.097
43 C -0.203
44 C -0.005
45 C -0.073
46 H 0.075
47 H 0.116
48 C -0.208
49 H 0.117
50 C -0.369
51 H 0.135
52 C -0.077
53 H 0.104
54 H 0.070
55 H 0.117
56 H 0.069
57 H 0.048
58 C -0.246
59 N 0.038
60 H 0.081
61 H 0.107
62 O -0.207
63 C -0.253
64 C -0.107
65 H 0.116
66 C -0.413
67 C -0.221
68 O 0.146
69 H 0.076
70 H 0.034
71 C -0.103

=====

> Which of these has the lowest DFT total energy?

C19H46F9N8O19S6

=====

> The highest orbital gap belongs to which entry?

C19H46N3O2P